10
Properties=species:S:1:pos:R:3:forces:R:3 method="wB97M-V/def2-TZVPD" mol_weight_g_mol=109.2 homo_lumo_gap_ev=8.082 spin_multiplicity=1 homo_ev=-12.773 total_charge=+1 de_lowest_kj_mol=137.5
C -2.629 -1.384 -0.419 -0.8 -2.2 0.1
N 0.789 -0.032 -0.012 3.0 1.4 -2.0
N -1.851 -0.421 -0.498 1.1 0.2 0.4
S -2.592 -3.062 0.002 -0.8 0.6 -0.4
S -4.275 -1.839 -0.746 0.9 -0.5 0.5
H -0.239 -0.145 -0.164 -1.0 -0.8 0.2
H 1.056 0.361 0.893 -0.3 -0.4 0.2
H -2.433 0.320 -0.772 -0.4 2.0 -0.7
H 1.049 0.794 -0.699 -0.3 -2.3 1.3
H 1.381 -0.917 -0.220 -1.3 2.0 0.3